Entry 1:
A molecular structure, C20H26CdN4OS2, computed with ωB97M-V/def2-TZVPD.

charge: 0
energy relative to the best compared isomer or geometry (same formula, charge and spin): 0.0 kcal/mol

Cartesian coordinates (Å):
1 Cd 0.334 1.269 0.338
2 C -2.595 -0.527 -2.621
3 C -2.034 0.168 -1.406
4 N -0.811 0.569 -1.408
5 N -0.083 0.352 -2.574
6 C 1.197 0.519 -2.495
7 S 2.240 0.935 -1.144
8 S 2.122 0.352 -4.001
9 C 1.127 -0.856 -4.946
10 C 1.500 -2.287 -4.654
11 C 2.400 -2.952 -5.482
12 C 2.778 -4.262 -5.218
13 C 2.263 -4.925 -4.112
14 C 1.371 -4.267 -3.274
15 C 0.993 -2.959 -3.543
16 C -2.898 0.374 -0.218
17 C -4.279 0.493 -0.462
18 C -5.209 0.611 0.544
19 C -4.765 0.567 1.868
20 C -3.422 0.461 2.147
21 C -2.439 0.412 1.135
22 O -1.179 0.378 1.521
23 H -1.912 -1.310 -2.942
24 H -2.676 0.174 -3.455
25 H -3.565 -0.967 -2.416
26 H 1.332 -0.616 -5.989
27 H 0.084 -0.639 -4.731
28 H 2.812 -2.437 -6.344
29 H 3.478 -4.764 -5.876
30 H 2.555 -5.947 -3.905
31 H 0.972 -4.772 -2.403
32 H 0.312 -2.446 -2.877
33 H -4.622 0.515 -1.490
34 H -6.261 0.724 0.312
35 H -5.479 0.620 2.682
36 H -3.067 0.432 3.171
37 C 3.046 2.118 4.378
38 C 1.542 1.864 4.389
39 C 0.805 3.051 5.014
40 C 1.231 0.592 5.168
41 N 1.091 1.588 3.008
42 N 1.140 2.701 2.104
43 H 3.427 2.177 5.399
44 H 3.294 3.063 3.885
45 H 3.561 1.307 3.859
46 H 1.053 3.130 6.074
47 H -0.279 2.924 4.930
48 H 1.084 4.000 4.552
49 H 1.615 0.667 6.186
50 H 1.688 -0.271 4.680
51 H 0.151 0.421 5.221
52 H 0.133 1.243 3.012
53 H 2.113 2.895 1.906
54 H 0.731 3.541 2.502

Entry 2:
21 unconnected molecules or ions with the total composition C20H26Cl60O3P2Si in a non-equilibrium geometry, computed with ωB97M-V/def2-TZVPD.

DFT total energy: -29586.96770 hartree
charge: 0

Cartesian coordinates (Å):
1 O -0.079 0.554 4.760
2 P 0.340 0.392 3.216
3 O 1.557 -0.902 3.183
4 O 1.184 1.818 2.611
5 P -1.291 -0.289 1.939
6 Si -3.271 0.269 2.707
7 H 1.464 -1.411 2.302
8 H 1.845 1.430 1.957
9 H -1.225 -1.745 1.991
10 H -4.039 0.936 1.624
11 H -4.039 -0.967 3.000
12 H -3.189 1.165 3.855
13 C -5.725 -3.528 4.633
14 Cl -7.179 -4.500 4.344
15 Cl -4.293 -4.342 3.982
16 Cl -5.903 -1.916 3.919
17 H -5.596 -3.414 5.712
18 C -1.027 -2.794 -1.259
19 Cl -1.721 -1.390 -2.088
20 Cl 0.195 -2.281 -0.083
21 Cl -2.298 -3.738 -0.464
22 H -0.542 -3.428 -2.005
23 C 1.736 -5.523 -2.493
24 Cl 1.237 -4.036 -3.317
25 Cl 1.450 -5.394 -0.749
26 Cl 0.878 -6.922 -3.162
27 H 2.807 -5.665 -2.657
28 C -0.127 -7.920 2.190
29 Cl -0.821 -6.516 1.361
30 Cl 1.095 -7.407 3.366
31 Cl -1.398 -8.864 2.985
32 H 0.358 -8.555 1.444
33 C 2.795 -2.613 -6.590
34 Cl 2.554 -4.329 -6.218
35 Cl 1.723 -1.606 -5.602
36 Cl 4.488 -2.154 -6.337
37 H 2.548 -2.451 -7.642
38 C -7.437 0.398 0.355
39 Cl -6.631 1.391 1.582
40 Cl -8.590 1.372 -0.574
41 Cl -6.245 -0.349 -0.723
42 H -7.989 -0.397 0.863
43 C 5.302 -5.050 -8.629
44 Cl 5.589 -3.971 -10.005
45 Cl 3.775 -5.925 -8.833
46 Cl 6.649 -6.185 -8.437
47 H 5.232 -4.442 -7.724
48 C 2.815 2.017 5.718
49 Cl 2.321 1.130 7.171
50 Cl 3.541 3.572 6.156
51 Cl 3.946 1.051 4.755
52 H 1.925 2.210 5.113
53 C -0.007 4.557 0.110
54 Cl 0.647 4.368 -1.526
55 Cl -1.389 5.666 0.103
56 Cl -0.476 2.984 0.778
57 H 0.773 4.982 0.746
58 C 0.451 8.306 -1.730
59 Cl 1.257 9.298 -0.503
60 Cl -0.702 9.279 -2.658
61 Cl 1.643 7.559 -2.807
62 H -0.100 7.510 -1.222
63 C 5.120 -5.880 3.430
64 Cl 4.886 -4.128 3.304
65 Cl 4.048 -6.563 4.665
66 Cl 4.839 -6.659 1.863
67 H 6.154 -6.069 3.729
68 C -9.403 2.454 -4.624
69 Cl -9.670 0.817 -5.247
70 Cl -10.597 2.847 -3.375
71 Cl -7.758 2.616 -3.985
72 H -9.523 3.161 -5.449
73 C -3.487 8.169 2.522
74 Cl -3.720 9.921 2.397
75 Cl -4.558 7.486 3.757
76 Cl -3.767 7.390 0.956
77 H -2.453 7.980 2.821
78 C -7.856 5.003 0.815
79 Cl -7.050 5.995 2.042
80 Cl -9.009 5.977 -0.113
81 Cl -6.664 4.256 -0.262
82 H -8.407 4.208 1.323
83 C 2.141 7.270 7.468
84 Cl 0.370 7.288 7.410
85 Cl 2.798 8.801 6.865
86 Cl 2.707 6.957 9.117
87 H 2.498 6.464 6.822
88 C 4.127 -0.192 10.090
89 Cl 5.732 -0.510 9.409
90 Cl 3.607 -1.542 11.113
91 Cl 4.131 1.322 11.011
92 H 3.417 -0.091 9.265
93 C 3.593 -7.789 -12.590
94 Cl 4.235 -6.273 -11.935
95 Cl 1.985 -7.533 -13.289
96 Cl 4.698 -8.460 -13.802
97 H 3.503 -8.507 -11.771
98 C 5.395 1.618 -5.109
99 Cl 5.683 2.697 -6.485
100 Cl 3.868 0.743 -5.313
101 Cl 6.742 0.483 -4.917
102 H 5.326 2.226 -4.203
103 C 9.417 -2.267 -5.782
104 Cl 8.918 -0.780 -6.606
105 Cl 9.131 -2.138 -4.038
106 Cl 8.560 -3.666 -6.451
107 H 10.488 -2.409 -5.946
108 C -5.314 3.246 4.988
109 Cl -4.660 3.058 3.353
110 Cl -6.696 4.356 4.982
111 Cl -5.782 1.674 5.657
112 H -4.534 3.672 5.624

Entry 3:
A molecular structure, C20H26ClNPt in a non-equilibrium geometry, computed with ωB97M-V/def2-TZVPD.

multiplicity: 5
charge: +2
energy relative to the best compared isomer or geometry (same formula, charge and spin): 23.5 kcal/mol

Cartesian coordinates (Å):
1 C 0.171 0.642 -5.892
2 C 1.532 1.139 -5.795
3 C -0.069 -0.760 -6.172
4 C -0.939 1.577 -5.851
5 Cl 0.015 0.338 -2.742
6 H -0.068 -0.910 -7.273
7 H -1.035 -1.119 -5.815
8 H 0.703 -1.421 -5.774
9 H 1.947 1.440 -6.786
10 H 2.204 0.383 -5.380
11 H 1.580 2.016 -5.142
12 H -1.168 1.988 -6.861
13 H -0.716 2.429 -5.202
14 H -1.855 1.111 -5.484
15 C 1.555 -1.358 1.428
16 C 0.856 -2.231 0.542
17 C 1.248 -1.918 -0.823
18 H 0.210 -3.061 0.804
19 C 2.097 -0.694 -0.738
20 C 2.356 -0.458 0.679
21 H 3.110 0.215 1.093
22 H 1.572 -1.476 2.502
23 H 1.100 -2.572 -1.680
24 H 2.627 -0.273 -1.589
25 C -2.270 0.955 0.881
26 C -2.127 -0.285 1.541
27 C -2.091 -1.338 0.589
28 H -2.202 -0.442 2.613
29 C -2.270 -0.773 -0.740
30 C -2.231 0.713 -0.554
31 H -2.443 1.421 -1.360
32 H -2.516 1.913 1.364
33 H -2.041 -2.407 0.784
34 H -2.603 -1.318 -1.623
35 Pt -0.132 -0.188 -0.644
36 N 0.542 1.394 3.294
37 C 0.359 0.767 4.497
38 C 1.477 0.213 5.169
39 C 1.337 -0.262 6.476
40 C 0.072 -0.224 7.100
41 C -1.035 0.346 6.442
42 C -0.889 0.850 5.154
43 H 1.364 1.136 2.754
44 H -0.272 1.609 2.736
45 H 2.469 0.254 4.703
46 H 2.227 -0.595 7.019
47 H -0.051 -0.629 8.116
48 H -1.989 0.468 6.969
49 H -1.716 1.391 4.671

Entry 4:
A molecular structure, C20H26GeIrN4O2S4Se, computed with ωB97M-V/def2-TZVPD.

charge: +1
energy relative to the best compared isomer or geometry (same formula, charge and spin): 39.9 kcal/mol

Cartesian coordinates (Å):
1 Ir -0.013 -0.312 0.486
2 C 4.403 1.988 -1.287
3 S 3.716 2.522 0.294
4 C 2.178 1.710 0.351
5 S 1.936 0.182 -0.535
6 N 1.304 2.271 1.123
7 N 0.146 1.532 1.229
8 C -0.897 2.041 1.772
9 C -2.102 1.211 1.782
10 C -3.307 1.673 2.266
11 C -4.422 0.847 2.184
12 C -4.283 -0.404 1.621
13 C -3.037 -0.808 1.156
14 N -1.970 -0.025 1.234
15 H 5.417 2.381 -1.305
16 H 3.836 2.413 -2.111
17 H 4.447 0.905 -1.361
18 H -0.877 3.047 2.175
19 H -3.367 2.658 2.706
20 H -5.378 1.183 2.560
21 H -5.120 -1.083 1.544
22 H -2.887 -1.791 0.731
23 O -2.459 1.454 5.000
24 S -1.639 0.353 5.419
25 O -2.095 -0.536 6.433
26 N -1.247 -0.548 4.037
27 C -0.008 -0.399 3.763
28 S 0.790 -1.242 2.423
29 C 0.795 0.460 4.669
30 C 2.132 0.806 4.590
31 C 2.651 1.620 5.593
32 C 1.854 2.059 6.644
33 C 0.506 1.717 6.718
34 C 0.009 0.923 5.709
35 H 2.750 0.448 3.777
36 H 3.692 1.912 5.557
37 H 2.288 2.675 7.420
38 H -0.120 2.057 7.532
39 C -0.869 -6.105 -0.984
40 Ge 0.371 -5.600 0.438
41 C 1.906 -6.796 0.467
42 C -0.525 -5.495 2.165
43 C 1.047 -3.762 0.083
44 Se -0.408 -2.569 -0.417
45 C -0.074 -2.533 -2.325
46 H -1.310 -7.072 -0.738
47 H -0.354 -6.212 -1.939
48 H -1.683 -5.389 -1.095
49 H 1.574 -7.814 0.674
50 H 2.616 -6.508 1.241
51 H 2.418 -6.795 -0.495
52 H -1.031 -6.433 2.392
53 H -1.267 -4.695 2.178
54 H 0.200 -5.299 2.955
55 H 1.799 -3.707 -0.703
56 H 1.473 -3.357 0.999
57 H -0.217 -3.546 -2.693
58 H 0.937 -2.185 -2.523
59 H -0.801 -1.865 -2.780

Entry 5:
A molecular structure, C20H26HfIN3O2S4 in a non-equilibrium geometry, computed with ωB97M-V/def2-TZVPD.

charge: 0
energy relative to the best compared isomer or geometry (same formula, charge and spin): 0.0 kcal/mol

Cartesian coordinates (Å):
1 Hf -0.712 0.368 -0.530
2 C 0.606 2.852 1.401
3 C 0.866 1.567 2.140
4 N 1.088 0.508 1.096
5 C 2.491 0.477 0.545
6 C 2.762 1.576 -0.364
7 S 1.474 1.671 -1.597
8 C 1.008 3.405 -1.552
9 C -0.233 3.670 -0.666
10 N -0.449 2.698 0.370
11 H 1.546 3.158 0.965
12 H 0.271 3.639 2.070
13 H -0.030 1.221 2.746
14 H 1.781 1.649 2.657
15 H 0.989 -0.391 1.598
16 H 2.467 -0.465 -0.064
17 H 3.252 0.405 1.383
18 H 3.741 1.330 -0.824
19 H 2.804 2.583 0.054
20 H 0.781 3.646 -2.597
21 H 1.863 3.929 -1.176
22 H -1.081 3.787 -1.297
23 H -0.082 4.709 -0.223
24 H -1.381 2.840 0.771
25 S -2.685 -0.462 -4.447
26 C -2.241 0.114 -2.958
27 S -2.753 -0.748 -1.500
28 S -1.438 1.608 -2.626
29 I 2.419 -7.447 -3.349
30 C 1.945 -5.530 -2.736
31 C 1.618 -4.535 -3.684
32 C 1.208 -3.276 -3.219
33 C 1.036 -3.096 -1.837
34 C 1.346 -4.111 -0.927
35 C 1.839 -5.309 -1.368
36 C 0.344 -1.926 -1.338
37 O -0.064 -1.823 -0.156
38 O 0.233 -0.890 -2.075
39 H 1.765 -4.765 -4.740
40 H 0.930 -2.487 -3.928
41 H 1.103 -3.945 0.132
42 H 1.990 -6.085 -0.668
43 C -3.720 1.744 0.722
44 C -2.905 0.977 1.676
45 C -3.225 0.925 3.008
46 C -2.310 0.050 3.675
47 C -1.526 -0.451 2.660
48 C -0.403 -1.495 2.857
49 N -1.843 0.086 1.411
50 H -4.396 1.176 0.037
51 H -3.164 2.378 -0.004
52 H -4.319 2.396 1.415
53 H -3.884 1.706 3.424
54 H -2.226 -0.257 4.725
55 H -0.854 -2.332 3.480
56 H 0.448 -1.067 3.472
57 H -0.090 -1.959 1.961

Entry 6:
A molecular structure, C20H26IN6PPdS in a non-equilibrium geometry, computed with ωB97M-V/def2-TZVPD.

DFT total energy: -2270.78418 hartree
charge: +2

Cartesian coordinates (Å):
1 Pd -0.636 -0.256 0.017
2 I -1.839 -1.043 2.334
3 C -0.388 -2.648 2.356
4 C -0.570 -3.647 3.271
5 C 0.345 -4.705 3.329
6 C 1.420 -4.728 2.483
7 C 1.621 -3.705 1.533
8 C 2.719 -3.726 0.651
9 C 2.892 -2.758 -0.301
10 C 1.976 -1.696 -0.397
11 C 0.890 -1.647 0.442
12 C 0.682 -2.628 1.437
13 H -1.415 -3.625 3.940
14 H 0.191 -5.496 4.043
15 H 2.132 -5.538 2.522
16 H 3.428 -4.533 0.742
17 H 3.731 -2.799 -0.976
18 H 2.139 -0.933 -1.156
19 C -5.417 -2.768 -2.488
20 C -4.039 -3.067 -1.892
21 C -3.026 -2.058 -2.276
22 N -2.254 -1.421 -1.466
23 N -1.394 -0.566 -2.056
24 C -1.493 -0.541 -3.361
25 N -0.747 0.239 -4.155
26 S -2.732 -1.619 -3.954
27 H -6.109 -3.559 -2.215
28 H -5.376 -2.712 -3.573
29 H -5.809 -1.830 -2.107
30 H -3.705 -4.052 -2.239
31 H -4.095 -3.092 -0.802
32 H 0.121 0.599 -3.793
33 H -0.823 0.133 -5.152
34 C 0.991 5.051 -0.011
35 N 0.523 4.599 1.372
36 C 1.753 4.085 2.125
37 N 2.398 3.069 1.390
38 C 2.812 3.542 0.079
39 N 1.667 4.009 -0.685
40 C 0.810 2.929 -1.123
41 P 0.066 2.002 0.319
42 C -0.520 3.554 1.251
43 C 1.641 1.836 1.319
44 H 1.668 5.900 0.130
45 H 0.112 5.373 -0.577
46 H 0.139 5.406 1.877
47 H 1.437 3.715 3.104
48 H 2.428 4.933 2.258
49 H 3.295 2.728 -0.460
50 H 3.533 4.356 0.188
51 H 1.403 2.231 -1.723
52 H 0.008 3.324 -1.756
53 H -0.842 3.241 2.250
54 H -1.387 3.982 0.741
55 H 2.261 1.057 0.864
56 H 1.386 1.499 2.331

Entry 7:
A molecular structure, C20H26LiO12S in a non-equilibrium geometry, computed with ωB97M-V/def2-TZVPD.

charge: -1
energy relative to the best compared isomer or geometry (same formula, charge and spin): 9.7 kcal/mol

Cartesian coordinates (Å):
1 Li -0.757 0.407 0.238
2 S 1.693 2.125 -0.081
3 O 1.495 3.541 0.240
4 O 2.216 1.339 1.104
5 O 0.468 1.562 -0.470
6 O 2.728 2.043 -1.119
7 C -1.259 -1.311 -1.495
8 O -1.341 -1.695 -0.120
9 H -1.417 -2.175 -1.917
10 H -0.384 -0.810 -1.765
11 H -2.280 -0.725 -1.534
12 H -2.200 -1.745 0.230
13 C -2.676 1.563 1.766
14 O -2.245 1.515 0.414
15 H -3.508 0.873 2.200
16 H -2.783 2.712 1.955
17 H -1.880 1.356 2.422
18 H -2.297 2.350 0.135
19 C 2.569 -1.826 -0.370
20 C 2.288 -2.928 -1.221
21 C 3.304 -3.918 -1.398
22 C 4.489 -3.762 -0.771
23 C 4.807 -2.712 0.018
24 C 3.802 -1.664 0.197
25 O 4.135 -0.514 0.960
26 O 3.008 -5.015 -2.218
27 H 1.719 -1.198 -0.293
28 H 1.384 -3.012 -1.733
29 H 5.286 -4.468 -0.953
30 H 5.694 -2.489 0.346
31 H 3.389 0.056 1.175
32 H 3.620 -5.748 -1.846
33 C -2.911 2.369 -3.690
34 C -3.625 3.466 -4.126
35 C -2.981 4.789 -4.338
36 C -1.639 4.865 -4.125
37 C -0.891 3.780 -3.411
38 C -1.570 2.606 -3.166
39 O -0.943 1.471 -2.560
40 O -3.579 5.797 -4.883
41 H -3.521 1.360 -3.647
42 H -4.594 3.400 -4.598
43 H -1.210 5.899 -4.066
44 H 0.150 4.015 -3.035
45 H -0.401 1.516 -1.774
46 H -4.461 5.636 -4.601
47 C -1.238 -1.455 3.252
48 C -1.537 -2.139 4.408
49 C -0.429 -2.638 5.226
50 C 0.876 -2.184 4.930
51 C 1.150 -1.352 3.822
52 C 0.070 -1.053 2.956
53 O 0.327 -0.128 1.878
54 O -0.620 -3.578 6.156
55 H -1.995 -1.095 2.608
56 H -2.696 -2.446 4.826
57 H 1.738 -2.542 5.656
58 H 2.121 -0.950 3.518
59 H 1.155 0.327 1.981
60 H 0.184 -3.465 6.708